C7H14N2O | wB97M-V/def2-TZVPD

Calculated values
highest occupied orbital energy	-7.728	eV
energy relative to the best compared isomer or geometry (same formula, charge and spin)	116.0	kcal per mole
max |F|	3.35	eV Å⁻¹
HOMO-LUMO gap	7.88	eV
spin multiplicity	1

CARTESIAN COORDINATES (ANGSTROEM)
C: -0.357 1.415 0.447
C: -1.862 1.389 0.730
C: -0.073 1.625 -1.038
N: 0.263 2.487 1.217
C: 0.235 0.060 0.903
O: 0.445 -0.300 2.017
H: 0.110 2.360 2.211
H: 1.263 2.525 1.053
H: 0.972 -0.725 -0.113
H: -2.350 0.612 0.142
H: -2.050 1.186 1.785
H: -2.286 2.358 0.474
H: 1.001 1.650 -1.230
H: -0.499 2.575 -1.357
H: -0.506 0.822 -1.632
C: 1.379 -1.813 -0.926
C: -1.079 -2.028 -0.696
C: 2.038 -2.753 -0.213
N: -0.153 -2.230 -1.489
H: 1.860 -1.382 -1.797
H: -2.123 -2.220 -0.927
H: -0.854 -1.371 0.233
H: 1.580 -3.195 0.661
H: 3.048 -3.049 -0.457

=====

C7H14N2O2 | wB97M-V/def2-TZVPD

Calculated values
highest occupied orbital energy	-8.260	eV
energy relative to the best compared isomer or geometry (same formula, charge and spin)	25.8	kcal per mole
max |F|	3.74	eV Å⁻¹
HOMO-LUMO gap	8.93	eV
spin multiplicity	1

CARTESIAN COORDINATES (ANGSTROEM)
C: -0.265 1.464 2.178
C: 0.473 3.012 0.210
C: -0.906 2.504 -0.106
C: 0.022 1.710 0.751
C: -0.114 -1.742 -1.796
C: 0.652 -0.153 -0.063
C: -0.567 -0.837 -0.637
N: 1.373 -0.858 0.893
N: -1.272 -1.545 0.425
O: -0.913 0.315 2.454
O: 0.075 2.197 3.073
H: 1.208 3.029 -0.581
H: 0.566 3.826 0.917
H: -1.759 2.977 0.362
H: -1.102 2.161 -1.114
H: 0.269 -1.137 -2.615
H: -0.948 -2.336 -2.168
H: 0.677 -2.411 -1.463
H: 1.295 0.257 -0.836
H: -1.252 -0.082 -1.036
H: 0.833 -1.112 1.711
H: -1.151 -0.229 1.661
H: 2.228 -0.392 1.165
H: -0.729 -2.351 0.716
H: -2.172 -1.873 0.099

=====

C7H14N2O3S | wB97M-V/def2-TZVPD

Calculated values
highest occupied orbital energy	-8.567	eV
energy relative to the best compared isomer or geometry (same formula, charge and spin)	124.5	kcal per mole
max |F|	5.74	eV Å⁻¹
HOMO-LUMO gap	8.91	eV
spin multiplicity	1

CARTESIAN COORDINATES (ANGSTROEM)
C: 3.644 -0.790 -0.183
C: 2.428 0.007 -0.431
C: 0.180 0.313 -0.686
C: 0.104 1.737 0.266
C: -1.173 -0.381 -0.706
C: -2.421 0.382 -1.109
C: -4.302 -0.104 1.274
H: 3.041 -1.215 1.971
H: 4.132 -2.280 1.127
H: 4.532 -0.204 -0.178
H: 3.486 -1.394 -1.096
H: 0.973 -1.180 0.593
H: 0.474 0.686 -1.628
H: -1.386 -0.622 0.372
H: -1.073 -1.323 -1.549
H: -2.663 1.414 -0.613
H: -2.231 0.444 -2.221
H: -4.992 0.875 1.504
H: -3.012 0.013 1.530
H: -4.887 -1.229 1.907
H: 1.809 1.926 -0.510
N: 3.246 -1.666 0.962
N: 1.176 -0.480 -0.215
O: 2.629 1.127 -0.933
O: -0.799 2.004 0.938
O: 1.240 2.460 0.177
S: -4.157 -0.522 -0.561

=====

C7H14N2O4 | wB97M-V/def2-TZVPD

Calculated values
highest occupied orbital energy (spin up / spin down)	-7.726 / -10.840	eV
energy relative to the best compared isomer or geometry (same formula, charge and spin)	118.4	kcal per mole
max |F|	8.72	eV Å⁻¹
HOMO-LUMO gap (spin up / spin down)	8.10 / 6.94	eV
spin multiplicity	3

CARTESIAN COORDINATES (ANGSTROEM)
C: -0.594 -0.501 1.799
C: -0.635 -2.633 0.578
C: -0.883 1.788 -1.916
C: 1.393 1.460 -0.609
C: 0.004 -1.228 0.619
C: -0.106 1.108 -0.768
C: -0.285 -0.444 -0.780
N: -1.647 -0.829 -1.150
N: 0.763 -0.962 -1.816
O: -2.505 -0.190 -0.543
O: -1.843 -1.756 -1.874
O: 1.795 -1.351 -1.372
O: 0.457 -0.812 -2.961
H: -0.152 -1.045 2.700
H: -1.595 -0.620 2.055
H: -0.550 0.635 1.997
H: -1.748 -2.445 0.570
H: -0.408 -3.014 1.515
H: -0.287 -3.203 -0.341
H: -0.627 1.479 -2.897
H: -0.846 2.806 -1.945
H: -1.880 1.580 -1.670
H: 1.787 0.746 0.107
H: 1.643 2.529 -0.251
H: 1.934 1.448 -1.504
H: 1.131 -1.342 0.609
H: -0.716 1.453 0.052

=====

C7H14N2O5 | wB97M-V/def2-TZVPD

Calculated values
highest occupied orbital energy	-9.430	eV
energy relative to the best compared isomer or geometry (same formula, charge and spin)	80.7	kcal per mole
max |F|	4.57	eV Å⁻¹
HOMO-LUMO gap	9.86	eV
SMILES	C[C@@H](O)[C@H](N)C(=O)N[C@@H](CO)C(=O)O
spin multiplicity	1

CARTESIAN COORDINATES (ANGSTROEM)
C: -3.585 0.809 0.209
C: -2.065 0.628 0.403
O: -1.879 -0.099 1.677
C: -1.506 -0.055 -0.854
N: -1.674 -1.498 -1.159
C: 0.116 0.120 -0.779
O: 0.823 0.589 -1.646
N: 0.578 -0.412 0.363
C: 2.027 -0.168 0.685
C: 2.875 -1.261 -0.081
O: 4.154 -1.344 0.589
C: 2.462 1.249 0.105
O: 3.592 1.443 -0.408
O: 1.534 2.209 0.190
H: -4.081 -0.073 -0.580
H: -3.726 1.857 -0.357
H: -4.094 0.756 1.343
H: -1.633 1.665 0.588
H: -2.479 -0.891 1.664
H: -1.744 0.583 -1.799
H: -2.593 -2.050 -1.339
H: -1.081 -2.373 -0.699
H: -0.131 -0.612 1.050
H: 2.249 -0.192 1.730
H: 2.880 -1.076 -1.149
H: 2.300 -2.274 0.013
H: 4.656 -0.430 0.588
H: 2.026 2.900 -0.348

=====

C7H14N2S | wB97M-V/def2-TZVPD

Calculated values
highest occupied orbital energy	-8.681	eV
energy relative to the best compared isomer or geometry (same formula, charge and spin)	7.9	kcal per mole
max |F|	0.54	eV Å⁻¹
HOMO-LUMO gap	9.40	eV
SMILES	CCc1c[nH]cn1.CCS
spin multiplicity	1

CARTESIAN COORDINATES (ANGSTROEM)
C: -1.380 1.213 1.255
C: -0.341 1.010 0.157
C: -0.735 1.655 -1.132
C: -1.081 1.065 -2.314
N: -1.374 2.095 -3.174
C: -1.197 3.249 -2.483
N: -0.813 3.025 -1.254
H: -1.543 2.277 1.427
H: -1.058 0.751 2.184
H: -2.342 0.807 0.943
H: 0.615 1.442 0.464
H: -0.173 -0.055 -0.032
H: -1.124 0.032 -2.608
H: -1.665 2.004 -4.130
H: -1.355 4.233 -2.890
C: 1.516 -3.453 2.344
C: 1.489 -2.543 1.138
S: 3.150 -1.824 0.860
H: 1.958 -2.941 3.203
H: 2.114 -4.343 2.160
H: 0.511 -3.736 2.651
H: 1.197 -3.066 0.225
H: 0.794 -1.716 1.277
H: 2.837 -1.179 -0.270